1.
19
Properties=species:S:1:pos:R:3:forces:R:3 method="wB97M-V/def2-TZVPD" e_lumo_ev=0.98 homo_energy_ev=-9.404 e_above_lowest_ev=1.5629 charge=0 total_energy_ha=-311.0018 smiles=CC1(O)CCCC1 gap_ev=10.39
C 0.16406 1.52696 1.39660 0.7 -0.4 -0.1
C -0.37810 0.31140 0.66283 1.3 -1.0 -0.6
O -1.34880 -0.42007 1.35740 -0.2 -0.1 0.3
C -0.88272 0.57232 -0.74425 0.1 -0.1 -0.1
C -0.61736 -0.74883 -1.45309 -0.2 -0.1 -0.3
C 0.85828 -1.02569 -1.17953 -0.2 -0.1 -0.1
C 1.02098 -0.72803 0.31273 -1.0 0.1 0.0
H -0.02162 1.56208 2.47915 0.0 -0.2 -0.3
H 0.00021 2.51871 0.95320 -0.1 -0.5 0.0
H 1.13258 1.08888 1.17113 1.1 2.3 1.1
H -1.23585 -0.26382 2.30278 0.0 -0.1 -0.2
H -1.93526 0.88013 -0.76560 0.2 -0.1 0.2
H -0.28555 1.38034 -1.19088 -0.1 -0.2 0.0
H -1.22334 -1.52184 -0.96333 0.0 0.1 -0.2
H -0.86640 -0.72073 -2.51287 0.0 -0.1 -0.1
H 1.46945 -0.33579 -1.78099 -0.1 -0.1 0.2
H 1.15197 -2.04214 -1.46397 0.0 0.1 0.1
H 2.08383 -0.40674 0.49006 -1.2 0.5 0.2
H 0.91361 -1.62712 0.92864 -0.3 0.0 -0.1

2.
20
Properties=species:S:1:pos:R:3:forces:R:3 method="wB97M-V/def2-TZVPD" e_lumo_ev="0.46 / -2.92" homo_energy_ev="-6.844 / -10.079" charge=0 total_energy_ha=-1040.7864 spin_multiplicity=3 s_squared=2.01 gap_ev="7.30 / 7.16"
C 0.55749 -0.38001 0.42026 -1.2 1.7 1.5
C 1.54150 0.66565 -0.09203 -0.2 -13.3 -1.7
C -0.00298 -0.07301 1.82009 -2.2 0.4 -2.0
C -0.01052 -0.64054 -1.83374 -2.4 -0.6 -1.8
N 1.59431 1.88498 0.05953 -2.2 10.2 2.8
N -0.51302 -0.59940 -0.49577 1.6 0.0 1.6
O 3.05717 -1.05538 -1.40912 0.4 -0.9 -1.6
O 0.37538 2.52726 0.40984 1.6 2.4 0.0
O 2.54922 2.61048 -0.17107 2.5 1.4 -0.9
O 1.57796 -1.43639 0.57452 0.3 -0.7 -1.0
O 3.80666 -0.34420 0.81499 0.1 -0.5 -0.1
S 2.75845 -0.61403 -0.11647 0.1 2.3 2.2
H -0.93420 -0.74579 1.76965 1.1 1.1 1.0
H -0.33143 1.04865 1.73909 0.6 -2.4 0.9
H 0.69178 -0.38547 2.58659 0.0 0.4 0.3
H -0.94924 -0.21548 -2.35097 1.7 -1.5 -0.7
H 0.75284 0.09702 -1.99563 0.3 0.4 0.1
H 0.47814 -1.63397 -2.09091 -1.1 1.1 -0.3
H -1.15359 -1.35449 -0.22719 0.6 0.4 -0.2
H 0.78674 3.46537 0.55745 -1.4 -2.0 -0.3

3.
30
Properties=species:S:1:pos:R:3:forces:R:3 method="wB97M-V/def2-TZVPD" e_lumo_ev="-3.63 / -5.53" homo_energy_ev="-10.298 / -12.289" e_above_lowest_ev=0.3046 charge=+1 total_energy_ha=-1043.9155 spin_multiplicity=5 s_squared=6.02 gap_ev="6.67 / 6.76"
C -3.46500 -0.09404 0.45038 -2.2 -0.5 0.4
C -4.33743 0.54910 -0.44136 -0.3 0.2 -0.3
C -3.94202 1.52306 -1.36262 -0.5 0.0 -0.1
C -2.61212 1.90929 -1.53979 0.1 -0.4 0.1
C -1.53208 1.29892 -0.85973 0.1 2.9 -2.7
Os -1.58198 0.08467 0.54067 -0.1 -0.1 0.6
P -1.54263 -2.01158 1.57085 -0.2 -2.5 1.5
H -3.99944 -0.81146 1.10503 0.2 0.4 -0.3
H -5.39023 0.24837 -0.39306 0.3 0.3 -0.1
H -4.71918 1.99228 -1.97252 0.3 -0.1 0.2
H -0.56501 1.69678 -1.22866 -0.3 -0.3 0.3
H -2.36547 2.70559 -2.24792 -0.2 -0.2 0.2
H -0.80794 -3.09454 0.98961 -0.2 0.5 0.3
H -2.80882 -2.63689 1.77860 0.6 0.2 -0.1
H -1.06414 -2.02923 2.92327 0.0 -0.3 -0.5
N 4.77128 -0.24833 -1.57423 -0.7 -0.1 0.0
C 3.40592 -0.12277 -1.66730 0.6 0.0 -1.4
O 2.82498 0.02224 -2.74032 0.5 -0.1 1.4
C 2.65357 -0.10389 -0.37418 -1.0 0.2 0.2
C 3.23044 -0.14268 0.90102 -0.3 0.0 -0.5
C 2.41419 -0.02819 2.01762 -0.5 0.0 0.5
C 1.03882 0.14511 1.86083 1.1 -0.3 -0.4
N 0.49045 0.12155 0.63725 1.7 0.2 -0.2
C 1.25604 0.01279 -0.47494 0.4 0.0 0.9
H 5.26959 -0.35530 -2.44498 -0.1 0.0 0.0
H 5.21884 -0.62422 -0.75219 -0.1 0.1 -0.2
H 4.30880 -0.24104 0.99921 -0.3 0.0 0.2
H 2.80713 -0.08487 3.02697 0.1 0.1 -0.2
H 0.34393 0.27554 2.69019 0.4 0.0 -0.1
H 0.69950 0.04369 -1.41768 0.7 -0.2 0.2

4.
18
Properties=species:S:1:pos:R:3:forces:R:3 method="wB97M-V/def2-TZVPD" e_lumo_ev="-9.82 / -13.40" homo_energy_ev="-19.491 / -19.490" e_above_lowest_ev=4.6974 charge=+2 total_energy_ha=-251.5479 spin_multiplicity=2 s_squared=0.75 gap_ev="9.67 / 6.09"
C 0.94004 -0.20238 1.77272 1.0 -2.2 2.3
C 0.31961 -1.56728 1.65879 -0.3 0.3 -0.8
C -1.03236 -1.21842 1.09612 -0.9 -0.8 -1.2
C -0.66120 -0.89359 -0.38663 -1.8 0.0 2.0
C 0.08938 0.16418 -0.43682 1.8 -1.1 -1.3
N 0.06035 2.82076 -3.01137 -0.8 -1.0 -2.5
H 0.67001 0.30337 0.71477 -0.1 1.2 -0.3
H 2.03020 -0.21641 1.84356 0.0 0.5 -0.7
H 0.52811 0.36121 2.61853 -0.3 0.5 -0.8
H 0.18346 -2.14945 2.54841 0.2 0.2 1.1
H 0.84564 -2.21738 0.96094 0.3 0.0 0.1
H -1.37351 -0.27765 1.50644 -0.4 0.1 0.3
H -1.83775 -1.94574 1.17271 0.2 -0.2 0.0
H -1.09614 -1.51599 -1.16044 0.1 0.3 -0.4
H 0.99752 0.18428 -1.03179 0.1 0.8 0.0
H -0.88273 3.14473 -3.28363 0.1 0.6 0.7
H 0.72452 2.92693 -3.80368 0.3 0.5 0.8
H 0.07159 1.89917 -2.57278 0.2 0.2 0.8

5.
6
Properties=species:S:1:pos:R:3:forces:R:3 method="wB97M-V/def2-TZVPD" e_lumo_ev="-5.79 / -5.79" homo_energy_ev="-11.402 / -12.803" e_above_lowest_ev=0.0000 charge=+1 total_energy_ha=-1174.9172 spin_multiplicity=6 s_squared=8.76 gap_ev="5.61 / 7.01"
O -3.00499 -0.48968 -0.72384 5.6 3.5 -0.5
C -2.00137 0.13470 -0.81277 -4.8 -3.1 0.4
C 1.53531 -0.36927 0.34358 -1.1 1.1 0.0
O 1.22701 0.51493 1.18379 -0.5 0.5 -1.5
H 2.03267 -1.25848 0.81227 -0.1 0.4 -0.6
Ho 0.21136 1.46781 -0.80303 0.9 -2.5 2.1

6.
14
Properties=species:S:1:pos:R:3:forces:R:3 method="wB97M-V/def2-TZVPD" e_lumo_ev=3.22 homo_energy_ev=-2.300 e_above_lowest_ev=1.1211 charge=-1 total_energy_ha=-916.0734 gap_ev=5.52
C 2.30966 -0.00782 -0.61764 0.5 1.2 0.6
S 2.35218 0.27257 1.20430 -0.1 -0.6 0.2
H 1.73492 -0.83953 -1.03599 0.1 -0.1 0.3
H 3.36094 -0.03091 -0.91786 -0.2 -0.4 -0.4
H 1.91333 0.94048 -0.98499 -0.1 -0.2 -0.6
C -0.96833 1.15682 0.78840 1.5 0.3 -0.6
S -2.50370 0.29743 0.38103 0.2 0.0 0.1
C -1.73656 -1.22352 -0.23438 -0.6 -0.4 0.2
H -0.18127 0.72570 1.44622 -1.1 -0.4 0.3
H -0.32999 1.20242 -0.10275 -0.4 0.1 -0.3
H -1.11272 2.19643 1.07007 -0.5 0.0 0.2
H -1.02555 -1.49903 0.53715 0.5 -0.2 -0.4
H -1.33713 -1.16095 -1.24914 0.4 0.4 0.3
H -2.47577 -2.03011 -0.28443 -0.2 0.2 0.2

7.
63
Properties=species:S:1:pos:R:3:forces:R:3 method="wB97M-V/def2-TZVPD" e_lumo_ev="0.34 / 0.35" homo_energy_ev="-6.937 / -6.855" charge=0 total_energy_ha=-3470.7889 spin_multiplicity=2 s_squared=0.96 gap_ev="7.28 / 7.21"
Mn -0.26685 -0.08369 0.08153 -0.6 0.1 -0.2
O 3.42020 -1.85547 0.50709 0.0 0.1 0.0
C 2.22972 -1.54804 0.37324 0.1 -0.4 0.0
N 1.67889 -0.34789 0.34698 0.3 0.0 0.0
C 2.56996 0.77139 0.45475 -0.1 0.1 0.0
C 1.80394 2.01949 0.11861 0.2 0.2 0.0
C 2.35883 3.28770 0.24731 0.1 -0.1 0.0
C 1.62097 4.38736 -0.14320 0.0 0.2 0.0
C 0.34808 4.20533 -0.66412 -0.1 -0.1 0.0
C -0.14354 2.91611 -0.73607 0.0 0.1 -0.1
N 0.56217 1.85371 -0.34457 -0.5 -0.1 0.2
C 1.18698 -2.62789 0.20914 0.2 0.1 0.0
C 1.50432 -3.96565 0.35357 0.0 -0.1 -0.1
C 0.49199 -4.89796 0.20436 0.1 -0.1 0.0
C -0.79003 -4.46390 -0.09638 -0.1 0.1 -0.1
C -1.02276 -3.10370 -0.22110 0.1 -0.2 0.0
N -0.04978 -2.20518 -0.06417 -0.4 0.3 0.4
H 3.42211 0.67988 -0.23133 0.0 0.0 0.0
H 3.01395 0.86903 1.45433 0.0 -0.1 0.0
H 3.36141 3.39046 0.64349 0.0 0.0 0.0
H 2.03737 5.38349 -0.04932 0.0 0.0 0.0
H -0.26035 5.03807 -0.98909 0.0 0.0 0.0
H -1.13389 2.70596 -1.12390 0.0 0.0 0.1
H 2.52925 -4.22884 0.57401 0.0 0.0 0.0
H 0.69952 -5.95498 0.32080 0.0 0.0 0.0
H -1.60732 -5.15992 -0.22671 0.0 0.0 0.0
H -2.00582 -2.70827 -0.43763 0.0 0.0 0.0
C 1.44746 0.02726 -2.76998 0.0 0.0 -0.1
C -0.02220 -0.12153 -3.03933 0.0 0.0 -0.1
C -0.42986 -0.20500 -4.39839 0.2 0.0 0.1
C -1.73496 -0.38521 -4.70069 -0.2 0.0 -0.1
C -2.68959 -0.47624 -3.66275 -0.1 0.0 -0.1
C -4.06182 -0.68848 -3.93179 0.1 0.0 0.0
C -4.94114 -0.76659 -2.89385 0.0 0.0 0.2
C -4.49079 -0.61915 -1.56612 -0.2 0.0 -0.1
C -3.16690 -0.39770 -1.26045 0.1 0.0 0.0
S -2.62562 -0.19377 0.38754 0.1 0.1 -0.1
C -2.23026 -0.34911 -2.33675 0.3 0.1 0.2
N -0.88818 -0.17817 -2.04591 0.3 -0.1 0.1
H 2.02218 -0.44844 -3.56535 0.0 0.0 0.0
H 1.71966 -0.40776 -1.81634 0.0 0.0 0.0
H 1.72707 1.08386 -2.74580 0.0 0.0 0.0
H 0.32298 -0.13839 -5.17318 0.0 0.0 0.0
H -2.06300 -0.46447 -5.73158 0.0 0.0 0.0
H -4.38971 -0.78745 -4.95952 0.0 0.0 0.0
H -5.99401 -0.93536 -3.08284 0.0 0.0 0.0
H -5.20188 -0.66852 -0.74990 0.0 0.0 0.0
N -1.78948 2.50733 1.78680 0.0 0.0 0.0
C -0.82854 1.91225 2.53057 0.0 -0.1 -0.1
N -0.25966 0.77279 2.25136 0.2 -0.2 0.2
C 0.64554 0.43052 3.27195 -0.1 -0.1 -0.3
C 1.32307 -0.78095 3.38500 0.0 0.1 0.0
C 2.19828 -0.96616 4.43980 0.0 0.0 0.0
C 2.39768 0.02865 5.40039 -0.1 0.0 -0.1
C 1.69476 1.21849 5.32772 0.0 0.0 0.0
C 0.81943 1.39538 4.26347 0.1 0.1 0.1
S -0.23758 2.73824 3.95124 0.0 0.1 0.1
H -2.31223 1.88230 1.16881 0.0 -0.1 0.0
H -2.32024 3.23877 2.22780 0.0 0.0 0.0
H 1.15623 -1.55964 2.65912 0.0 0.0 0.0
H 2.73710 -1.90157 4.51771 0.0 0.0 0.0
H 3.08881 -0.13662 6.21649 0.0 0.0 0.0
H 1.81809 1.98384 6.08315 0.0 0.0 0.0

8.
11
Properties=species:S:1:pos:R:3:forces:R:3 method="wB97M-V/def2-TZVPD" e_lumo_ev=0.85 homo_energy_ev=-9.302 e_above_lowest_ev=5.6455 charge=0 total_energy_ha=-359.5018 smiles="CON(O)C=O" gap_ev=10.15
C -0.15130 -0.37412 1.95533 -2.2 2.0 -0.6
O -0.50598 0.34830 0.66311 -0.5 0.2 -1.2
N 0.01928 0.12091 -0.67331 2.4 -0.7 3.7
O 1.43322 0.45446 -0.69211 -2.3 -0.3 2.5
C -0.55807 0.15944 -1.91339 -1.5 1.1 3.2
O 0.16296 0.38577 -2.83625 0.5 -0.3 -2.1
H -0.94919 0.06051 2.71816 1.8 -0.9 -1.9
H 0.82876 -0.20873 2.27377 1.6 1.3 0.3
H -0.15227 -1.41214 1.93578 -1.0 -2.1 -0.7
H 1.53115 0.32595 -1.60950 1.0 0.0 -2.5
H -1.65856 0.13965 -1.82160 0.2 -0.4 -0.5

9.
10
Properties=species:S:1:pos:R:3:forces:R:3 method="wB97M-V/def2-TZVPD" e_lumo_ev=-5.38 homo_energy_ev=-15.438 e_above_lowest_ev=0.7748 charge=+1 total_energy_ha=-736.6579 smiles="O=[N+]=C=P(O)(O)O" gap_ev=10.06
O -2.58866 2.16642 1.29198 -0.6 0.0 0.5
N -1.68086 1.59333 0.87049 -0.4 0.6 -0.1
C -0.69027 1.21577 0.37372 2.8 -4.1 -1.6
P 0.25796 -0.36026 -0.11250 0.6 0.8 0.4
O 1.69356 -0.00094 -0.66601 -1.4 2.5 -0.9
O -0.38605 -1.37167 -1.08462 -0.8 0.0 -0.6
O 0.67846 -1.12046 1.17068 -1.2 0.0 0.3
H 1.65197 0.92804 -1.03267 0.8 -1.1 0.2
H -0.53284 -1.61655 -2.06077 0.5 1.1 2.0
H 1.59672 -1.43368 1.24972 -0.2 0.1 -0.1